Record 1
4 unconnected molecules or ions with the total composition H10NO3 in a non-equilibrium geometry, computed with ωB97M-V with the def2-TZVPD basis set.

Structure (XYZ):
```
14
Properties=species:S:1:pos:R:3
N 0.76245 -0.27934 0.29878
H 0.58712 -0.39058 1.30803
H 1.69206 -0.16291 -0.07431
H 0.26512 -0.98592 -0.25226
H 0.36297 0.64926 0.06654
H -0.98108 -1.35299 3.06743
H -0.49042 -0.34507 3.97545
O -0.32874 -0.63283 3.07699
H -0.68300 1.86495 -1.38087
H 0.44138 2.80008 -1.69126
O 0.20491 2.08920 -1.07284
H -1.24033 -1.74327 -2.38654
H -0.32071 -0.72413 -3.06053
O -0.50464 -1.16349 -2.20706
```

The value obtained for the HOMO-LUMO gap is 12.69 eV. As for the multiplicity: 1. The total charge is +1. For the HOMO energy, the calculation gives -15.9 eV. The value obtained for the molar mass is 72.08 u. The calculation puts the total energy at -286.24625 a.u. The energy above the lowest of the compared OMol25 structures with the same formula, charge and spin comes out at 12.0 kcal per mole.

Record 2
A molecular structure, H10NaO13S2 in a non-equilibrium geometry, computed with ωB97M-V with the def2-TZVPD basis set.

Structure (XYZ):
```
26
Properties=species:S:1:pos:R:3
Na 0.28368 0.44881 -0.31385
S -4.56971 -2.20541 -0.68283
O -3.73587 -1.81804 -1.79647
O -4.45612 -3.60271 -0.39179
O -4.15591 -1.38003 0.41991
O -5.94805 -1.91846 -0.96485
S 5.27609 -0.42067 0.28637
O 6.04094 -1.33740 -0.56478
O 4.46916 0.50128 -0.51899
O 4.37654 -1.21637 1.04478
O 6.10089 0.35168 1.19257
O 0.39446 -3.67602 0.98536
H 0.57657 -4.56558 0.68242
H 1.25322 -3.31922 1.21217
O -4.48954 3.21816 0.53030
H -5.19675 3.41008 1.14614
H -4.25984 2.30559 0.70545
O 1.10946 2.08249 3.75250
H 1.28693 1.35545 4.34930
H 0.43626 2.59836 4.19624
O -0.62679 4.43191 -1.96104
H -1.20161 4.67465 -1.23517
H -0.22314 5.25598 -2.23345
O 2.09167 -1.59397 -3.44687
H 2.48600 -2.46204 -3.53164
H 2.68147 -1.11855 -2.86177
```

The value obtained for the HOMO-LUMO gap is 2.80 eV. As for the multiplicity: 1. The total charge is -3. For the HOMO energy, the calculation gives 1.9 eV. The value obtained for the molar mass is 305.19 u. The calculation puts the total energy at -1942.66299 a.u. The energy above the lowest of the compared OMol25 structures with the same formula, charge and spin comes out at 125.9 kcal per mole.

Record 3
A molecular structure, H10NaO5 in a non-equilibrium geometry, computed with ωB97M-V with the def2-TZVPD basis set.

Structure (XYZ):
```
16
Properties=species:S:1:pos:R:3
Na -0.17536 0.09120 -0.12915
O -0.38063 -0.58658 -1.71925
H 0.08563 -0.76117 -2.53678
H -0.82573 -1.40936 -1.51640
O -1.19715 1.23155 0.99998
H -1.40568 0.98100 1.89996
H -1.17923 2.18845 1.01529
O 1.35707 -0.53891 0.28234
H 1.72817 -1.40004 0.09002
H 2.05327 -0.07630 0.74874
O -0.75773 -1.21595 0.97815
H -0.38538 -2.06317 0.73358
H -1.70185 -1.36980 1.01297
O 0.84683 1.29029 -0.47314
H 0.74579 2.14038 -0.04492
H 1.19198 1.49844 -1.34135
```

The value obtained for the HOMO-LUMO gap is 11.65 eV. As for the multiplicity: 1. The total charge is +1. For the HOMO energy, the calculation gives -15.2 eV. The value obtained for the molar mass is 113.06 u. The calculation puts the total energy at -544.08933 a.u. The energy above the lowest of the compared OMol25 structures with the same formula, charge and spin comes out at 177.4 kcal per mole.